Molecular formula: C33H44As2N4OPRuSTe
Method: DFT, ωB97M-V with the def2-TZVPD basis set

Geometry (Å):
1 Ru 0.6694 0.5986 -0.2780
2 C 2.3512 0.6364 3.7276
3 C 1.9910 0.8116 2.2917
4 N 0.9176 0.3489 1.7445
5 N 0.0360 -0.3681 2.4956
6 C -1.0110 -0.7581 1.8129
7 N -1.9518 -1.4704 2.4329
8 S -1.3127 -0.3911 0.1034
9 C 2.8675 1.5623 1.3711
10 C 4.0465 2.1587 1.7955
11 C 4.8185 2.8640 0.8854
12 C 4.3908 2.9634 -0.4293
13 C 3.2069 2.3474 -0.7881
14 N 2.4630 1.6541 0.0799
15 H 1.5999 0.0376 4.2313
16 H 2.4216 1.6059 4.2252
17 H 3.3234 0.1484 3.8256
18 H -1.8372 -1.7083 3.4049
19 H -2.7253 -1.8579 1.9201
20 H 4.3516 2.0750 2.8283
21 H 5.7384 3.3367 1.2023
22 H 4.9574 3.5122 -1.1679
23 H 2.8241 2.4147 -1.7980
24 C -2.2576 2.9338 0.1468
25 As -0.3759 2.7799 -0.2362
26 C 0.4227 4.0520 0.9811
27 C -0.1660 3.5611 -1.9930
28 C -0.3655 4.9232 -2.2045
29 C -0.2463 5.4461 -3.4824
30 C 0.0624 4.6129 -4.5518
31 C 0.2550 3.2560 -4.3455
32 C 0.1456 2.7248 -3.0630
33 As 0.3877 0.8431 -2.6866
34 C 1.8507 0.2902 -3.8225
35 C -1.1272 -0.0206 -3.5133
36 H -2.5483 3.9798 0.0619
37 H -2.4433 2.5779 1.1591
38 H -2.8287 2.3293 -0.5537
39 H -0.1369 4.9853 0.9607
40 H 1.4574 4.2422 0.7023
41 H 0.3851 3.6408 1.9896
42 H -0.6132 5.5821 -1.3809
43 H -0.3970 6.5045 -3.6470
44 H 0.1506 5.0238 -5.5485
45 H 0.4899 2.6177 -5.1889
46 H 1.6140 0.4769 -4.8682
47 H 1.9997 -0.7788 -3.6756
48 H 2.7642 0.8183 -3.5561
49 H -1.2006 0.2812 -4.5571
50 H -2.0377 0.2625 -2.9869
51 H -0.9945 -1.0998 -3.4479
52 C 4.5390 -1.4090 -0.3877
53 P 2.8982 -2.1203 -0.2335
54 C 2.8165 -3.5244 -1.3311
55 C 2.7333 -2.7033 1.4498
56 O 1.8188 -1.1215 -0.5980
57 H 5.3017 -2.1507 -0.1485
58 H 4.6447 -0.5621 0.2922
59 H 4.6888 -1.0660 -1.4123
60 H 3.5518 -4.2781 -1.0468
61 H 3.0162 -3.1996 -2.3530
62 H 1.8147 -3.9545 -1.2834
63 H 3.4816 -3.4659 1.6695
64 H 1.7350 -3.1251 1.5747
65 H 2.8619 -1.8701 2.1422
66 Te -1.0297 -4.1698 0.1288
67 C -0.8960 -4.5754 -1.9363
68 C -0.1004 -5.6132 -2.4115
69 C -0.0126 -5.8510 -3.7759
70 C -0.7067 -5.0479 -4.6719
71 C -1.5050 -4.0168 -4.1987
72 C -1.6077 -3.7852 -2.8319
73 C -1.1065 -6.1774 0.7482
74 C -2.2596 -6.9243 0.5261
75 C -2.3023 -8.2566 0.9092
76 C -1.2028 -8.8412 1.5233
77 C -0.0566 -8.0951 1.7542
78 C -0.0057 -6.7631 1.3650
79 H 0.4333 -6.2521 -1.7166
80 H 0.5931 -6.6706 -4.1401
81 H -0.6427 -5.2411 -5.7344
82 H -2.0767 -3.4122 -4.8920
83 H -2.2734 -3.0130 -2.4629
84 H -3.1207 -6.4710 0.0521
85 H -3.1972 -8.8376 0.7306
86 H -1.2408 -9.8795 1.8242
87 H 0.7996 -8.5495 2.2351
88 H 0.8929 -6.1845 1.5408

Results
E_LUMO (spin up / spin down) (eV): -5.835 / -6.645
E_HOMO (spin up / spin down) (eV): -11.99 / -11.99
Spin multiplicity: 2
Total charge: +2
HOMO-LUMO gap (spin up / spin down) (eV): 6.16 / 5.35
Relative energy (zero: lowest compared OMol25 entry of this formula, charge and spin) (kJ/mol): 1.78
Electronic energy (eV): -194610.15843

Atomic partial charges in e from the Löwdin method, atoms 1 to 6:
1. Ru 0.602
2. C -0.007
3. C -0.276
4. N -0.128
5. N 0.035
6. C -0.787